# 1
The following is a quantum chemistry calculation of 9 unconnected molecules or ions with the total composition C2H24N2O8 at a distorted geometry, from OMol25.

Structure (XYZ):
```
36
Properties=species:S:1:pos:R:3:nbo_charge:R:1
C -1.663 -1.508 -1.831 -0.238
C -2.026 -0.060 -1.443 -0.234
N -0.930 0.703 -0.826 -0.877
N -2.792 -2.382 -1.652 -0.838
H -1.403 -1.490 -2.888 0.196
H -0.731 -1.710 -1.293 0.156
H -2.356 0.510 -2.318 0.199
H -2.912 0.054 -0.819 0.188
H -0.217 0.931 -1.515 0.369
H -0.398 0.121 -0.178 0.360
H -2.670 -3.359 -1.880 0.366
H -3.146 -2.376 -0.704 0.355
H 3.314 -0.272 2.080 0.487
H 2.565 0.937 1.923 0.450
O 3.192 0.579 2.554 -0.951
H 0.431 -2.029 1.862 0.510
H -0.598 -1.580 0.763 0.492
O 0.305 -1.595 1.017 -0.983
H -2.323 -2.704 3.037 0.476
H -1.821 -1.287 2.838 0.496
O -1.725 -2.185 2.488 -0.973
H 3.297 -2.045 0.310 0.479
H 1.957 -1.283 0.279 0.509
O 2.904 -1.193 0.517 -0.991
H 3.487 1.755 -2.188 0.479
H 3.586 0.397 -1.588 0.473
O 3.316 0.857 -2.386 -0.952
H 1.807 1.730 -0.163 0.472
H 1.913 3.268 0.051 0.489
O 2.230 2.531 -0.476 -0.961
H 0.002 3.956 -1.193 0.469
H -1.180 3.346 -0.547 0.476
O -0.475 3.969 -0.370 -0.946
H -1.992 1.266 2.895 0.475
H -1.555 1.271 1.389 0.496
O -1.393 0.877 2.254 -0.971
```

LUMO level: 0.1 eV
M: 204.22 g mol⁻¹
SMILES string: NCCN.O.O.O.O.O.O.O.O
ΔE to the lowest compared entry with this formula, charge and spin: 0.0 kcal per mole
HOMO level: -9.63 eV

# 2
The following is a quantum chemistry calculation of a molecular structure, C2H25BeO18 at a distorted geometry, from OMol25.

Structure (XYZ):
```
46
Properties=species:S:1:pos:R:3:nbo_charge:R:1
Be -15.661 15.843 -10.959 1.685
C -15.817 18.437 -11.423 1.032
O -15.110 19.460 -11.160 -0.793
O -17.127 18.539 -11.548 -0.703
O -15.368 17.274 -11.548 -0.913
H -17.275 19.464 -11.501 0.500
C -17.421 15.240 -10.342 0.942
O -16.403 15.756 -9.595 -1.019
O -18.611 15.585 -10.010 -0.794
O -16.936 15.101 -11.478 -0.914
O -12.730 18.543 -12.175 -0.953
H -13.073 18.084 -12.965 0.438
H -13.529 18.821 -11.760 0.492
O -19.782 20.007 -12.794 -0.978
H -19.472 19.162 -12.385 0.496
H -20.463 20.336 -12.275 0.460
O -18.381 21.360 -10.024 -0.925
H -18.200 21.868 -9.254 0.478
H -18.982 20.767 -9.585 0.482
O -18.404 17.208 -13.691 -0.938
H -18.752 16.481 -13.213 0.468
H -18.283 17.845 -13.035 0.465
O -14.331 14.942 -11.062 -0.974
H -14.271 14.291 -11.764 0.515
H -13.651 14.800 -10.449 0.519
O -14.910 20.263 -14.037 -0.953
H -14.454 19.471 -14.042 0.454
H -15.450 20.235 -13.218 0.493
O -19.795 17.776 -11.198 -0.969
H -19.608 18.471 -10.533 0.463
H -19.115 17.132 -10.975 0.512
O -13.054 19.678 -9.379 -0.973
H -13.028 20.196 -8.556 0.458
H -13.797 20.013 -9.903 0.504
O -15.342 21.550 -9.441 -0.979
H -15.434 21.082 -10.296 0.514
H -16.090 21.446 -8.880 0.452
O -17.331 21.590 -12.315 -0.983
H -17.941 21.108 -12.837 0.481
H -17.746 21.504 -11.462 0.476
O -13.410 21.823 -11.837 -0.947
H -12.835 21.391 -12.442 0.475
H -14.153 22.139 -12.347 0.474
O -18.091 18.013 -8.770 -0.987
H -18.895 17.890 -8.326 0.451
H -17.899 17.129 -9.136 0.518
```

LUMO level: 1.9 eV
M: 346.22 g mol⁻¹
ΔE to the lowest compared entry with this formula, charge and spin: 0.0 kcal per mole
Net charge: -1
HOMO level: -6.68 eV

# 3
The following is a quantum chemistry calculation of a molecular structure, C2H28O20Y at a distorted geometry, from OMol25.

Structure (XYZ):
```
51
Properties=species:S:1:pos:R:3:lowdin_charge:R:1
Y -0.176 1.865 1.436 1.554
C 2.387 2.162 1.276 -0.793
O 1.644 2.533 2.364 -0.249
O 3.389 1.413 1.483 -0.020
O 1.651 2.200 0.235 -0.149
C -0.202 -0.539 0.200 -0.627
O -0.828 0.647 -0.150 -0.263
O 0.106 -0.399 1.430 -0.125
O 0.457 -1.186 -0.717 -0.094
O -1.411 -1.974 3.139 -0.056
H -1.015 -2.638 3.694 0.032
H -0.699 -1.380 2.851 -0.012
O 1.212 -1.566 -3.268 -0.035
H 0.893 -1.660 -2.405 -0.061
H 0.455 -1.098 -3.652 0.025
O 2.655 0.202 -1.285 -0.047
H 1.866 -0.342 -1.140 -0.016
H 2.541 0.756 -0.503 0.001
O -3.511 0.382 -0.724 -0.072
H -3.954 0.455 0.125 0.016
H -2.549 0.415 -0.456 0.001
O -0.435 1.121 3.654 -0.091
H 0.058 0.436 4.171 0.124
H -1.141 1.413 4.253 0.085
O 2.635 -1.452 1.805 -0.033
H 1.776 -1.119 1.469 0.008
H 3.083 -0.653 1.893 -0.008
O 3.061 -2.705 -0.647 -0.084
H 2.781 -2.282 0.221 0.010
H 2.301 -2.607 -1.226 -0.003
O 0.946 1.737 -2.848 -0.064
H 1.675 1.266 -2.423 -0.004
H 0.272 1.075 -2.775 -0.053
O 0.921 -3.549 1.065 -0.086
H 1.583 -3.785 0.357 0.046
H 0.556 -2.665 0.871 -0.012
O -1.002 -0.127 -2.730 -0.082
H -1.597 -0.854 -2.911 0.073
H -0.757 -0.066 -1.763 0.029
O -1.615 -2.922 -0.884 -0.047
H -1.024 -2.191 -0.700 -0.037
H -1.116 -3.458 -1.513 0.047
O -2.415 1.585 1.827 -0.075
H -2.769 1.002 2.536 0.115
H -2.821 2.451 1.975 0.096
O -2.533 2.622 -2.696 -0.042
H -1.642 2.605 -3.063 0.036
H -2.538 1.860 -2.148 -0.031
O -1.054 3.472 -0.217 -0.063
H -0.306 3.790 -0.686 0.050
H -1.797 3.751 -0.797 0.083
```

LUMO level: 0.6 eV
M: 461.13 g mol⁻¹
ΔE to the lowest compared entry with this formula, charge and spin: 0.0 kcal per mole
Net charge: -1
HOMO level: -6.06 eV

# 4
The following is a quantum chemistry calculation of a molecular structure, C2H29FHfO13 at a distorted geometry, from OMol25.

Structure (XYZ):
```
46
Properties=species:S:1:pos:R:3:lowdin_charge:R:1
Hf -1.145 2.299 -2.710 2.338
F 0.777 3.299 -1.745 -0.422
C 0.268 0.384 0.537 -0.033
C -1.097 -0.067 0.052 -0.349
O -1.387 0.334 -1.211 -0.276
H 0.299 0.009 1.560 0.075
H 0.360 1.468 0.478 0.062
H 1.033 -0.143 -0.034 0.062
H -1.752 0.390 0.795 0.131
H -1.313 -1.127 0.182 0.141
O -0.722 -2.474 3.670 -0.031
H -0.241 -1.687 3.413 -0.009
H -1.378 -2.162 4.293 0.037
O 3.062 -0.679 1.939 -0.036
H 3.600 0.110 1.868 0.036
H 2.577 -0.566 2.756 0.029
O -4.440 -0.299 -2.050 -0.027
H -3.514 -0.385 -1.824 -0.033
H -4.607 -1.020 -2.656 0.055
O -0.996 -2.335 -2.406 -0.019
H -1.730 -2.927 -2.245 0.076
H -1.271 -1.502 -2.022 -0.019
O 0.750 0.832 -3.156 -0.057
H 1.423 0.597 -2.517 0.056
H 0.957 0.304 -3.927 0.120
O 0.800 4.207 0.961 -0.037
H 1.731 4.021 1.080 0.051
H 0.695 4.309 0.015 -0.011
O 0.193 0.769 4.167 -0.035
H -0.017 1.649 3.857 0.034
H -0.594 0.483 4.631 0.042
O 0.912 -3.216 -0.746 -0.045
H 1.630 -2.583 -0.732 -0.037
H 0.194 -2.754 -1.179 -0.046
O 2.721 -1.531 -1.392 -0.027
H 2.923 -0.602 -1.502 0.018
H 3.540 -1.920 -1.086 0.089
O -1.653 3.460 -0.464 -0.063
H -2.482 3.940 -0.451 0.096
H -1.409 3.378 0.458 0.084
O -2.671 -4.385 1.031 -0.040
H -2.275 -4.852 0.295 0.031
H -2.137 -3.596 1.129 -0.001
O 2.889 1.810 -1.061 -0.032
H 2.041 2.219 -1.238 -0.046
H 3.459 2.539 -0.814 0.064
```

LUMO level: -12.2 eV
M: 458.73 g mol⁻¹
Net charge: +2
HOMO level: -14.82 eV

> Number 1 is which compound?

C2H24N2O8